# 1
ORCA calculation (ωB97M-V/def2-TZVPD) on a single C2H6ClNO3 molecule in a non-equilibrium geometry.

Properties
SMILES string: N[C@@H](Cl)C(O)(O)O
Spin multiplicity: 1
HOMO energy, eV: -10.136
Charge: 0
Frontier orbital gap, eV: 10.851
E_LUMO, eV: 0.715

Structure (XYZ):
```
13
C2H6ClNO3 (ωB97M-V/def2-TZVPD)
Cl -2.2767 0.3150 -0.0937
O 1.6972 0.3274 -0.3930
O 0.5204 0.6446 1.4594
O 0.0286 1.7440 -0.5930
N -0.3740 -1.7497 0.1548
C 0.4515 0.6154 0.0350
C -0.6945 -0.4786 -0.4571
H -0.4263 -0.5944 -1.5444
H -0.9816 1.8282 -0.5234
H -1.0705 -2.5607 0.0146
H 1.4367 0.4057 1.7013
H -0.2666 -1.6024 1.1173
H 1.9559 1.1057 -0.8777
```

---

# 2
ORCA calculation (ωB97M-V/def2-TZVPD) on 2 unconnected molecules or ions with the total composition C2H6ClO in a non-equilibrium geometry.

Properties
Spin multiplicity: 2
HOMO energy (spin up / spin down), eV: -8.891 / -10.955
Charge: 0
Frontier orbital gap (spin up / spin down), eV: 9.370 / 10.412
E_LUMO (spin up / spin down), eV: 0.479 / -0.543

Structure (XYZ):
```
10
C2H6ClO (ωB97M-V/def2-TZVPD)
Cl 1.7779 2.7195 -1.0610
O -1.2277 -3.2713 1.9005
C 0.9649 1.2646 -0.3975
C -0.2952 1.0875 -1.1152
H -1.1933 1.5104 -0.6687
H -0.3876 -2.7707 2.0559
H -0.3027 0.4156 -1.9720
H 1.5667 0.3832 -0.5719
H -1.6345 -2.7445 1.1807
H 0.7313 1.4058 0.6491
```

---

# 3
ORCA calculation (ωB97M-V/def2-TZVPD) on 2 unconnected molecules or ions with the total composition C2H6ClO2P in a non-equilibrium geometry.

Properties
Spin multiplicity: 1
HOMO energy (spin up / spin down), eV: -8.996 / -8.997
Charge: 0
Frontier orbital gap (spin up / spin down), eV: 8.322 / 8.323
E_LUMO (spin up / spin down), eV: -0.674 / -0.674

Structure (XYZ):
```
12
C2H6ClO2P (ωB97M-V/def2-TZVPD)
Cl 4.4817 -0.7140 -0.5358
P -1.1783 -0.8531 0.1529
O -2.7668 -1.2426 0.2626
O -0.3404 -1.8205 -0.5498
C -1.1645 0.8191 -0.0590
C 0.2932 1.3358 -0.1190
H 3.7380 -0.9887 0.4326
H -1.9988 1.3674 0.5861
H 0.7115 1.8020 0.7750
H 0.2850 2.1504 -0.8425
H -2.9879 -2.2285 0.2139
H 0.9272 0.3726 -0.3170
```